348
Properties=species:S:1:pos:R:3:forces:R:3:mulliken_charge:R:1 method="wB97M-V/def2-TZVPD" e_above_lowest_kcal_mol=9.2 homo_energy_ha=-0.3157
C 9.5468 14.6547 18.2447 -0.342 0.964 0.604 -1.95
C 10.8114 15.1178 17.5118 -0.706 0.272 0.132 1.59
C 11.6220 15.9834 18.4447 -0.162 1.118 1.022 -2.00
C 13.0313 16.3044 18.0703 0.943 -0.042 -0.673 0.69
C 13.7566 15.0217 17.7728 -0.012 -0.658 -0.304 -0.06
C 12.9781 14.1342 16.6927 0.706 0.115 0.906 1.96
N 11.5907 13.9324 17.2146 1.525 0.893 0.351 0.11
O 10.8865 13.0065 16.4687 -0.288 -0.578 -0.133 -0.50
C 13.1032 14.7605 15.2718 -0.476 -1.218 -0.290 -0.74
C 13.5809 12.7244 16.7212 -0.200 -0.060 -0.241 -1.88
C 10.4115 15.9894 16.3198 0.283 0.171 -0.519 -1.47
H 9.7677 14.1715 19.2056 0.164 -0.114 -0.397 0.40
H 8.8630 14.0330 17.6708 0.233 -0.059 -0.161 0.37
H 9.0132 15.5824 18.4968 -0.126 -0.243 0.022 0.40
H 11.2102 16.9835 18.5812 -0.992 -0.127 -0.063 0.42
H 11.6064 15.5368 19.4332 0.178 -0.254 0.271 0.53
H 13.4900 16.9131 18.8688 0.013 -0.468 -0.147 0.56
H 13.1406 16.9262 17.1760 -0.481 0.164 0.023 -0.65
H 13.8498 14.4785 18.7093 -0.263 -0.499 0.053 0.06
H 14.7992 15.2206 17.4980 -0.244 -0.178 -0.546 -0.25
H 12.9966 15.8330 15.2150 -0.124 0.260 0.124 -0.08
H 14.0341 14.4966 14.7719 0.447 0.026 0.436 -0.30
H 12.3815 14.2784 14.5808 -0.068 0.400 0.412 0.50
H 14.6401 12.7427 16.5767 0.870 0.217 0.221 0.01
H 13.3096 12.1572 17.6084 0.157 0.403 0.418 0.41
H 13.2321 12.0849 15.9356 -0.529 -0.080 -0.801 0.50
H 10.0992 15.3672 15.4880 0.018 0.102 -0.465 0.26
H 11.1894 16.7024 16.0184 0.128 -0.582 -0.180 0.37
H 9.5908 16.6553 16.5292 -0.613 -0.050 0.443 0.47
H 10.5921 13.4398 15.6649 -0.121 0.192 -0.590 0.43
C 20.4373 21.0274 28.4506 0.426 -0.413 0.858 -1.77
C 19.1229 20.3763 27.9730 0.193 1.432 -0.718 1.83
C 18.3376 21.3691 27.1036 0.092 0.332 -1.415 -1.61
C 19.0077 21.5598 25.7063 -1.159 -1.213 0.608 0.52
C 19.0567 20.1594 25.0497 -0.939 0.464 0.598 -0.52
C 19.8101 19.1152 25.8339 0.447 0.437 1.356 2.59
N 19.2905 19.1352 27.2300 -0.845 -0.337 -0.698 0.21
O 20.0427 18.2242 27.9863 1.073 -0.014 0.454 -0.50
C 19.5574 17.7171 25.2934 -0.804 0.223 0.726 -2.36
C 21.3163 19.4441 25.7251 0.145 -0.045 -0.003 -1.54
C 18.2243 20.1206 29.1506 -0.064 -1.113 0.854 -2.02
H 20.2531 21.8577 29.1358 -0.297 0.045 -0.085 0.43
H 21.1547 21.4021 27.7170 -0.390 -0.232 -0.305 0.25
H 20.9639 20.2826 29.0595 0.071 0.073 -0.162 0.42
H 17.3146 20.9785 26.9335 0.397 0.194 0.179 0.32
H 18.2661 22.3349 27.6292 -0.030 -0.362 -0.056 0.54
H 19.9761 22.0202 25.8586 0.272 0.058 -0.323 0.26
H 18.3951 22.1528 25.0176 0.182 0.320 0.429 -0.23
H 19.4766 20.2528 24.0787 0.563 -0.098 -1.067 -0.66
H 18.0219 19.8019 24.8974 0.192 0.221 0.119 0.19
H 19.8011 17.7826 24.2495 0.023 -0.605 -0.613 0.16
H 20.1640 17.0150 25.8425 0.584 -0.292 -0.208 0.65
H 18.5182 17.3651 25.4810 0.421 0.571 -0.449 0.53
H 21.6948 18.9626 24.8316 0.189 -0.198 -0.169 0.36
H 21.4963 20.5064 25.5725 -0.077 0.138 0.115 0.24
H 21.9308 19.1255 26.5706 -0.303 -0.163 -0.015 0.27
H 17.9989 21.0476 29.6809 0.031 -0.097 0.008 0.38
H 18.7180 19.4109 29.8379 -0.249 0.381 -0.016 0.43
H 17.2862 19.6452 28.8170 0.309 0.271 0.084 0.42
H 19.4633 17.5317 28.3046 -0.499 0.003 -0.141 0.35
C 16.5683 13.1286 18.9402 0.236 1.154 0.567 -1.04
C 16.6880 13.0885 20.4809 0.151 0.510 -0.927 1.52
C 17.3997 11.8011 20.8194 -0.509 -0.359 0.178 -0.85
C 17.7945 11.7605 22.2814 -0.387 -1.267 0.077 -0.63
C 18.7521 12.8640 22.5584 1.007 0.251 -0.757 -1.37
C 18.1729 14.2534 22.2959 -0.333 -0.442 0.070 1.94
N 17.5693 14.2340 20.9246 -0.172 0.464 -0.476 1.10
O 16.8326 15.4899 20.6950 0.656 -0.667 0.238 -0.27
C 17.2233 14.6714 23.4339 0.588 0.405 -0.386 -1.99
C 19.2956 15.2892 22.3428 -0.298 -0.067 0.483 -1.41
C 15.2371 13.1578 20.9726 0.950 -0.656 0.703 -1.62
H 15.9401 12.3296 18.5664 0.175 -0.444 0.030 0.79
H 17.5568 13.1496 18.4646 -0.246 -0.007 -0.030 -0.47
H 16.0031 14.0363 18.7299 0.374 0.116 -0.407 -0.27
H 16.7152 10.9640 20.5264 0.641 0.521 0.252 0.42
H 18.3192 11.7488 20.2122 -0.317 -0.138 0.134 -0.20
H 18.2905 10.7944 22.4443 -0.133 0.129 0.307 0.40
H 16.9294 11.8156 22.9640 0.165 -0.120 -0.323 0.46
H 19.6126 12.7185 21.8752 -0.203 0.163 0.199 0.09
H 19.1702 12.7772 23.5542 -0.059 0.309 0.384 0.48
H 17.8837 14.9927 24.2277 0.000 0.015 0.524 0.46
H 16.6968 15.5642 23.1130 -0.431 -0.040 0.029 0.30
H 16.5701 13.9153 23.8349 -0.399 -0.321 -0.179 0.38
H 20.0450 15.2359 21.5892 0.440 -0.482 -1.008 -0.38
H 18.8161 16.2464 22.2420 0.016 0.757 0.204 0.23
H 19.8406 15.2283 23.2953 -0.371 0.120 -0.095 0.70
H 14.6569 12.5166 20.3163 -0.403 0.356 -0.242 0.42
H 14.9768 14.2148 20.9492 -0.610 -0.260 0.180 0.10
H 15.1417 12.6696 21.9509 -0.095 0.655 0.138 0.41
H 17.4613 16.0885 20.2471 -0.229 -0.502 0.151 -0.08
C 20.7339 24.6428 24.1339 1.185 1.112 -0.304 -2.03
C 20.6305 24.4577 22.6145 -0.882 0.204 -0.244 2.33
C 19.7805 23.2534 22.3369 -0.517 -0.209 -0.541 1.18
C 18.3007 23.5568 22.5390 -0.584 -1.658 0.191 0.06
C 17.8287 24.6622 21.6781 0.934 0.844 -0.328 -1.62
C 18.6014 25.9418 21.9986 -0.421 0.185 -0.758 1.68
N 20.0228 25.6079 21.8677 0.474 -0.288 -0.591 1.70
O 20.7660 26.7728 22.1374 -0.170 0.684 1.293 -0.69
C 18.2107 26.9550 20.9058 -1.021 -0.191 -0.006 -1.80
C 18.2139 26.5520 23.3501 -0.113 0.388 0.044 -1.78
C 21.9980 24.2717 21.9992 0.846 -0.336 0.204 -1.47
H 19.8844 24.3744 24.7545 -0.360 0.214 -0.325 0.06
H 21.0471 25.7023 24.2729 -0.265 -0.707 0.426 0.42
H 21.5517 24.0000 24.4591 0.133 0.054 0.186 0.49
H 19.9171 22.9439 21.2838 0.012 -0.048 0.326 -1.26
H 20.1357 22.4446 22.9877 -0.190 -0.036 -0.162 -0.50
H 18.0279 23.7826 23.5632 0.183 -0.230 0.389 0.17
H 17.7571 22.6567 22.2259 -0.117 -0.090 0.402 -0.64
H 16.7987 24.9378 21.7526 -0.911 -0.277 0.358 0.78
H 17.9842 24.3518 20.6489 0.166 0.296 -0.445 0.10
H 18.6219 27.9394 21.1162 0.248 -0.004 -0.332 0.45
H 18.4246 26.5719 19.8941 0.350 0.360 0.411 0.10
H 17.0953 27.0696 20.9296 0.825 -0.087 0.111 0.48
H 17.2895 27.1427 23.2519 0.405 -0.015 -0.083 0.46
H 17.9953 25.8371 24.1253 0.128 -0.512 0.274 0.26
H 19.0295 27.1905 23.7065 -0.291 0.041 -0.082 0.33
H 22.5094 23.4017 22.4460 -0.170 0.346 -0.036 0.03
H 22.5666 25.1684 22.2217 0.468 0.002 0.017 0.72
H 22.0207 24.1085 20.9118 -0.413 0.130 0.354 -0.09
H 21.3966 26.9167 21.4388 0.210 -0.129 -0.750 0.28
C 19.5644 12.9131 12.2938 -0.307 0.409 -1.182 -1.88
C 18.1090 13.3577 12.1451 -1.280 0.091 -0.089 1.98
C 17.2323 12.9239 13.3157 -0.895 1.264 0.829 -1.63
C 17.3384 13.8651 14.5361 0.078 -0.779 -0.273 1.48
C 17.1084 15.3033 14.1425 -1.062 -0.111 -0.290 -0.90
C 18.0703 15.7803 13.1033 0.664 -0.065 -0.846 2.86
N 17.8655 14.8408 11.9414 0.329 -0.448 0.671 0.03
O 18.5469 15.2974 10.7921 0.320 -0.182 0.157 -0.56
C 17.7326 17.1738 12.6141 -0.234 0.807 -0.257 -2.09
C 19.4673 15.8536 13.7228 0.700 -0.372 0.001 0.74
C 17.5079 12.6528 10.8970 1.016 0.038 0.139 -2.17
H 19.6349 11.8548 12.3947 -0.307 -1.032 0.030 0.53
H 20.1587 13.2881 13.0999 0.136 0.732 0.415 0.05
H 20.0042 13.1125 11.3126 0.597 0.184 0.229 0.53
H 16.1622 12.9398 13.0152 0.557 0.040 -0.116 0.32
H 17.4189 11.9205 13.6674 0.379 -0.471 -0.261 0.49
H 18.3116 13.6982 15.0323 -0.420 0.191 0.011 -0.42
H 16.5431 13.5685 15.2139 0.061 -0.078 0.445 -0.50
H 17.1634 15.9558 15.0006 -0.069 0.303 0.401 -0.78
H 16.0963 15.3921 13.6900 0.349 -0.013 0.417 0.63
H 17.6322 17.8869 13.4455 0.102 -0.287 0.044 0.07
H 18.5077 17.5785 11.9446 -0.232 -0.239 0.189 0.01
H 16.7858 17.1984 12.0746 -0.038 -0.152 -0.096 0.70
H 19.6290 16.7901 14.2715 -0.432 -0.177 0.116 -0.80
H 19.6412 15.0079 14.4007 0.127 0.326 -0.088 -0.71
H 20.2888 15.8747 13.0041 -0.051 -0.157 -0.271 0.25
H 16.5614 13.0943 10.5976 0.006 0.150 0.101 0.48
H 17.3444 11.5854 11.1164 0.199 0.313 -0.132 0.38
H 18.2418 12.7709 10.0883 -0.453 -0.256 -0.094 0.37
H 19.4965 15.2227 10.9844 0.023 0.082 -0.060 0.41
C 24.8541 17.2868 14.0461 0.099 1.449 0.321 -1.87
C 23.3463 17.0293 14.0265 -0.181 -0.774 0.209 2.28
C 22.5435 18.0922 14.8098 -0.809 -0.554 -0.458 0.20
C 22.4263 19.4285 14.1223 0.570 0.122 -0.789 -0.82
C 21.7560 19.1485 12.7843 -0.540 0.016 0.645 -0.95
C 22.5791 18.2000 11.9287 -2.092 -0.821 -0.868 2.31
N 22.7387 16.9094 12.6440 0.599 0.046 0.987 0.97
O 23.5906 16.0286 11.8464 -0.301 0.566 0.690 -0.60
C 21.7172 17.7960 10.7007 0.554 0.022 -0.294 -1.58
C 23.8310 18.7895 11.4379 2.159 0.583 -0.588 -2.15
C 23.0781 15.6947 14.7219 -0.618 -0.139 1.046 -1.70
H 25.3282 16.9098 13.1553 0.177 -0.084 -0.304 0.32
H 25.3728 16.8450 14.9069 -0.397 -0.026 -0.071 0.46
H 25.0157 18.3897 14.1197 0.203 -0.782 -0.197 0.32
H 21.5209 17.6549 14.8224 0.409 0.332 0.547 -0.63
H 22.9208 18.2056 15.8223 0.125 -0.308 0.151 -0.24
H 23.4360 19.8121 13.8931 -0.336 0.261 0.448 0.34
H 21.8723 20.1640 14.7177 0.192 -0.209 -0.069 -0.07
H 21.5003 20.0559 12.2312 0.274 -0.005 -0.140 0.79
H 20.8019 18.6561 13.0066 -0.060 -0.003 -0.133 -0.58
H 20.6792 17.6219 10.8945 -0.659 -0.329 0.798 0.07
H 21.6659 18.5396 9.9063 0.552 0.125 -0.043 0.39
H 22.1500 16.8662 10.3301 -0.138 0.263 -0.492 0.47
H 24.4838 17.9824 11.0861 -0.068 0.206 -0.087 0.37
H 23.6401 19.4352 10.5767 0.047 0.090 0.184 0.47
H 24.4271 19.3537 12.1755 -0.408 -0.163 -0.230 0.29
H 23.7191 14.9164 14.3632 0.260 -0.594 -0.639 1.05
H 22.0227 15.3834 14.6782 0.333 0.104 -0.390 -0.57
H 23.2755 15.7174 15.8098 0.112 0.509 -0.263 0.28
H 22.9821 15.3571 11.5182 -0.031 0.033 0.222 0.33
C 22.6036 14.3054 18.8333 0.848 1.984 0.587 -2.58
C 22.3701 12.8849 18.4893 -0.286 -1.091 0.130 3.44
C 20.8882 12.6009 18.7397 -0.289 0.130 -0.913 -0.10
C 20.4061 11.3074 18.1247 0.235 -0.910 0.243 -1.10
C 20.7493 11.3864 16.6553 -0.996 0.178 -0.360 -0.88
C 22.2120 11.5178 16.3355 0.620 0.823 0.819 1.74
N 22.6535 12.7486 17.0659 0.259 -0.079 -1.467 1.09
O 24.0782 12.8968 16.8296 -0.440 -0.341 0.496 -0.62
C 22.9792 10.2395 16.7023 -0.057 0.120 0.556 -1.92
C 22.2814 11.8908 14.8638 -0.099 -0.651 -0.783 -1.63
C 23.2201 11.9450 19.3117 0.507 0.100 1.387 -2.03
H 22.0704 14.9900 18.1546 0.084 -0.350 0.069 -0.21
H 23.6751 14.5577 18.7764 -0.250 -0.066 -0.038 0.65
H 22.2922 14.5696 19.8564 -0.013 -0.313 -0.197 0.46
H 20.6486 12.6189 19.7999 0.149 0.393 0.143 -0.43
H 20.3405 13.3953 18.1805 0.042 -0.233 0.739 -0.43
H 19.3415 11.2177 18.3466 -0.151 0.014 -0.502 0.45
H 20.8269 10.3672 18.5573 0.045 0.789 -0.057 0.32
H 20.3034 12.2925 16.2291 -0.305 -0.006 0.133 -0.29
H 20.3687 10.5695 16.0604 -0.269 -0.492 -0.033 0.86
H 24.0433 10.3433 16.5923 0.507 0.188 -0.564 0.45
H 22.8964 9.9818 17.7669 -0.464 0.009 -0.427 0.36
H 22.6236 9.4010 16.1102 -0.003 -0.102 -0.120 0.38
H 21.7604 12.8492 14.7011 0.330 -0.333 0.087 -0.13
H 23.2986 11.9362 14.4697 -0.007 0.160 0.173 0.42
H 21.7580 11.1166 14.2674 0.185 0.310 0.222 0.44
H 22.7409 10.9886 19.5012 -0.122 -0.029 0.001 0.34
H 23.4118 12.4020 20.3032 0.033 -0.277 -0.397 0.43
H 24.1711 11.7496 18.8272 0.155 0.111 0.071 0.35
H 24.1816 13.7351 16.3706 -0.305 0.116 -0.071 0.36
C 11.0026 19.7588 14.3481 -1.509 0.305 -0.772 -1.93
C 12.1785 20.3752 15.0418 -0.314 0.888 0.637 1.83
C 13.2444 19.3564 15.3934 0.023 0.585 -0.496 0.07
C 14.0163 18.9089 14.1847 0.867 -1.017 0.098 -0.57
C 14.6824 20.1211 13.5235 -0.179 -0.859 0.144 -0.04
C 13.6511 21.1389 13.0973 -0.796 1.682 0.154 1.96
N 12.8111 21.4844 14.3094 1.042 0.080 -0.720 1.29
O 11.8483 22.4690 13.9118 -0.487 -1.210 -0.618 -0.61
C 14.3825 22.4553 12.8039 0.865 0.324 -0.610 -2.09
C 12.8290 20.6693 11.8574 0.566 0.382 0.413 -1.85
C 11.7147 21.0163 16.3485 0.557 -1.012 0.617 -1.76
H 11.2325 19.1991 13.4152 -0.168 0.181 0.822 0.17
H 10.3148 20.6019 14.0717 0.505 -0.784 0.059 0.48
H 10.4391 19.1510 15.0787 0.271 -0.091 -0.493 0.42
H 14.0312 19.7795 16.0306 -0.537 0.157 0.476 -0.28
H 12.7494 18.5145 15.8772 0.133 0.006 0.185 -0.53
H 13.3810 18.3078 13.5178 0.449 -0.017 0.065 0.42
H 14.8002 18.3014 14.6964 -0.258 -0.230 -1.181 -0.17
H 15.2777 19.9140 12.6116 -0.094 -0.309 0.636 0.53
H 15.3386 20.4813 14.3281 0.064 0.566 -0.537 -0.94
H 15.1619 22.3824 12.0162 -0.225 -0.588 0.321 0.34
H 13.7549 23.2330 12.3643 -0.326 -0.017 0.554 0.49
H 14.8998 22.7901 13.7216 -0.406 0.079 -0.388 0.24
H 11.9008 21.2145 11.7305 -0.388 -0.083 0.588 0.35
H 13.3291 20.9309 10.9222 0.521 -0.455 0.116 0.51
H 12.6696 19.5978 11.9543 -0.199 0.040 -0.490 0.27
H 10.9441 21.7457 16.2373 -0.511 0.563 -0.267 0.50
H 12.6264 21.4709 16.7215 -0.071 0.346 0.518 0.22
H 11.3590 20.2648 17.0798 0.205 0.215 -0.361 0.29
H 11.9800 23.2488 14.4397 0.522 0.279 0.576 0.32
C 25.7058 20.8370 18.6169 0.300 0.463 0.012 -1.94
C 24.2874 20.2375 18.7035 -0.645 0.611 0.248 1.79
C 24.2934 18.7299 18.5491 0.654 -0.587 0.031 -0.23
C 24.8913 18.0525 19.7766 -0.720 0.520 0.716 -1.39
C 24.0103 18.3704 21.0281 1.050 -0.339 -1.304 -1.23
C 23.9303 19.8703 21.2747 -0.406 -0.367 0.267 1.89
N 23.6145 20.5065 19.9897 -0.455 0.288 -0.283 0.56
O 23.3651 21.8914 20.1223 0.195 0.036 0.423 0.28
C 22.7266 20.0549 22.2126 0.432 -0.691 -0.590 -0.92
C 25.1690 20.3466 21.9972 0.331 1.376 0.188 -1.79
C 23.4224 20.8925 17.5918 0.779 -0.779 0.106 -1.35
H 26.2297 20.6455 17.6766 -0.248 -0.458 -0.035 0.43
H 26.3634 20.5300 19.4329 -0.107 -0.104 -0.112 0.31
H 25.6834 21.9325 18.6262 -0.270 -0.026 0.269 0.38
H 23.2924 18.3178 18.4018 -0.167 0.273 -0.169 -0.64
H 24.9086 18.4862 17.6786 -0.158 -0.060 -0.159 0.52
H 25.9076 18.4174 19.9132 0.163 -0.089 0.195 0.50
H 24.9359 16.9799 19.6639 0.072 -0.385 -0.210 0.55
H 24.4457 17.8305 21.8886 -0.525 0.353 -0.145 0.45
H 22.9901 18.0545 20.8066 0.007 -0.443 0.172 0.14
H 21.8232 19.8745 21.6616 -0.359 -0.632 -0.291 -1.26
H 22.8610 19.3530 23.0316 -0.271 0.029 0.144 0.44
H 22.5600 21.0284 22.5769 0.374 1.405 0.664 0.42
H 26.1145 20.1024 21.4997 -0.222 -0.023 0.132 0.32
H 25.0871 21.4570 22.0814 0.356 -0.609 0.095 0.32
H 25.1820 19.9597 23.0253 0.058 0.031 -0.302 0.43
H 23.5085 21.9694 17.6027 -0.039 0.176 -0.030 0.35
H 22.3782 20.6006 17.5989 -0.203 -0.076 0.458 -0.31
H 23.8257 20.4960 16.6682 0.172 0.152 -0.529 0.51
H 24.2024 22.3338 20.3563 -0.133 -0.165 -0.082 0.16
C 17.8813 19.3603 16.5281 0.276 -0.990 0.391 1.17
C 17.6759 18.3406 17.7079 -0.820 -2.035 -0.290 2.47
C 18.6822 17.1312 17.6324 -0.285 0.663 -0.434 0.28
C 20.0713 17.6308 17.9466 0.193 0.480 0.449 0.69
C 20.0123 18.1808 19.3809 1.700 -0.661 -0.218 0.15
C 19.0885 19.3421 19.5652 -0.478 0.577 -0.466 2.31
N 17.8010 18.8635 19.0538 -1.407 0.843 0.672 1.77
O 16.8296 19.9464 19.1361 -0.199 -0.167 0.749 0.07
C 18.9350 19.6337 21.0488 1.063 -1.045 0.365 -0.06
C 19.6416 20.5835 18.8422 -0.115 0.312 0.530 0.35
C 16.2455 17.6804 17.6672 0.216 0.806 -0.768 -0.93
H 17.6468 20.3591 16.8347 -0.134 0.483 0.393 -1.12
H 17.2537 19.1674 15.6454 0.201 -0.339 0.262 -0.28
H 18.9420 19.3424 16.2459 -0.356 0.058 -0.282 -0.96
H 18.4521 16.3590 18.3929 -0.284 0.325 -0.413 -0.76
H 18.5746 16.6803 16.6393 0.138 -0.023 0.095 -0.34
H 20.4068 18.4520 17.2631 -0.125 -0.884 0.376 -1.20
H 20.8210 16.8323 17.9661 -0.083 0.078 -0.407 0.07
H 21.0414 18.4922 19.6076 -0.158 0.183 0.323 -0.62
H 19.7775 17.3652 20.0856 -0.102 0.160 -0.208 -0.35
H 18.5367 18.7777 21.5801 -0.428 -0.485 -0.111 -0.06
H 19.9349 19.7215 21.5117 -0.475 0.570 -0.313 -1.30
H 18.2868 20.4466 21.2641 -0.300 1.015 0.119 0.37
H 18.9311 21.4220 18.8717 -0.041 -0.347 -0.243 -0.14
H 20.5080 20.9427 19.3951 0.288 -0.097 0.007 -0.12
H 19.9556 20.3678 17.8211 -0.108 0.179 0.057 -0.59
H 16.1150 17.0871 16.7572 0.146 0.000 -0.010 -0.23
H 15.4743 18.4396 17.6548 -0.142 0.447 -0.269 0.28
H 15.9542 17.0692 18.5141 0.688 -0.298 0.353 -0.19
H 16.1108 19.6728 19.7608 1.019 0.035 -0.640 -0.14
C 20.6409 25.9121 16.8821 0.145 0.230 0.243 -1.85
C 20.5116 25.0610 18.0976 -0.730 0.804 1.633 1.78
C 21.1800 23.7023 18.1307 0.260 0.865 0.487 0.52
O 21.0514 25.9579 19.1576 0.045 -0.733 -0.948 -0.81
H 21.6874 26.1939 16.8282 0.152 0.071 -0.712 0.36
H 20.0685 26.7884 17.1357 -0.055 0.630 -0.144 0.50
H 20.1850 25.5097 15.9869 0.362 -0.378 -0.310 0.18
H 19.4285 24.9762 18.2721 0.064 -0.335 0.233 -0.29
H 20.9254 23.0919 17.2524 0.268 0.087 0.354 -0.18
H 20.9120 23.2233 19.0693 -0.276 -0.413 -0.129 -0.66
H 22.2471 23.9058 18.2726 0.077 -0.320 -0.633 0.24
H 20.7040 25.7483 20.0400 -0.516 -0.615 -0.174 -0.17
C 16.0590 24.7191 16.0934 0.664 -0.414 -0.362 -1.20
C 15.1732 23.6933 16.7829 -0.597 1.496 -0.861 1.34
C 15.9121 22.4695 17.1720 0.412 -1.660 0.646 0.34
O 14.5320 24.3842 17.8909 0.275 -1.459 0.167 -0.69
H 16.3564 24.3385 15.0937 -0.152 0.217 0.489 0.16
H 16.9892 24.8912 16.6611 -0.333 -0.027 -0.059 0.03
H 15.5458 25.6674 15.9768 -0.125 0.099 -0.032 0.46
H 14.3718 23.4196 16.0620 0.301 -0.054 0.312 -0.46
H 15.2342 21.6993 17.5867 0.205 0.266 -0.021 0.20
H 16.7364 22.5843 17.8858 -0.322 0.502 0.204 -0.03
H 16.4179 21.9732 16.3400 -0.362 0.291 -0.442 -0.52
H 14.2252 23.6476 18.4552 0.008 0.738 -0.136 0.35
C 19.3037 23.3805 12.3337 -0.119 -0.484 -0.398 -1.76
C 19.0130 22.1442 13.1917 -0.041 0.141 -0.779 0.89
C 19.8014 22.2231 14.4479 1.261 0.309 0.796 0.06
O 17.6364 22.0672 13.5184 -0.365 0.005 0.014 0.00
H 20.3278 23.3235 12.0195 0.795 0.108 -0.072 0.49
H 19.1798 24.3078 12.9064 -0.230 -0.253 -0.162 0.30
H 18.7521 23.4074 11.3796 -0.220 0.032 0.486 0.47
H 19.3244 21.1938 12.7029 -0.226 0.538 -0.225 -0.09
H 19.7200 23.1964 14.9477 -0.119 -0.063 -0.170 0.06
H 20.8836 22.0564 14.2317 -0.738 0.143 0.135 0.33
H 19.4804 21.4792 15.1600 -0.104 -0.414 0.229 -0.59
H 17.1272 22.1815 12.7034 0.073 -0.063 0.288 -0.07
C 13.3551 20.9257 23.6088 0.498 -0.348 0.200 -1.34
C 14.5500 20.6556 22.6310 -0.693 0.213 0.230 1.32
C 15.0458 19.2074 22.7065 0.490 0.643 0.962 -1.33
O 14.0530 20.8098 21.3105 0.099 0.508 -0.929 -0.45
H 13.6876 21.2330 24.6135 0.024 -0.301 -0.272 0.33
H 12.7739 19.9924 23.6912 0.090 0.396 0.055 0.33
H 12.6681 21.7189 23.2694 0.451 -0.264 -0.188 0.39
H 15.3808 21.3743 22.8162 -0.375 -0.414 -0.051 -0.49
H 15.3752 19.0399 23.7360 -0.167 -0.209 0.074 0.42
H 15.9294 18.9750 22.1096 -0.110 0.328 -0.338 0.00
H 14.2592 18.5062 22.4659 -0.280 -0.094 -0.079 0.52
H 13.8123 21.7376 21.1408 0.151 -0.535 0.255 0.29